{
  "formula": "C31H37AlB2CaClF15IKLiN2O18S4",
  "method": "ωB97M-V/def2-TZVPD",
  "lumo_ev": -7.7,
  "gap_ha": 0.0864,
  "energy_ev": -220212.5146,
  "multiplicity": 1,
  "charge": 1,
  "elements": ["C", "C", "C", "C", "N", "B", "Cl", "O", "C", "C", "C", "C", "C", "C", "C", "C", "C", "I", "B", "O", "O", "O", "H", "H", "H", "H", "H", "H", "H", "H", "H", "H", "H", "H", "H", "H", "H", "H", "H", "H", "H", "H", "C", "C", "C", "S", "O", "O", "C", "H", "H", "H", "H", "H", "H", "H", "H", "Li", "O", "S", "O", "O", "O", "K", "Ca", "C", "O", "O", "O", "Al", "C", "F", "F", "F", "S", "O", "O", "N", "S", "O", "O", "C", "F", "F", "F", "C", "C", "C", "F", "F", "F", "F", "O", "C", "C", "F", "F", "F", "F", "H", "H", "H", "H", "F", "C", "C", "C", "C", "C", "C", "H", "H", "H", "H", "H"],
  "xyz": [[4.1057, 1.7855, -0.3178], [2.6470, 1.2204, -0.2427], [2.4702, -0.2547, -0.6228], [1.2102, -0.4282, -1.4952], [0.0728, -1.1397, -0.8800], [-1.0519, -0.3479, -0.2473], [-0.7116, 1.2861, 0.6074], [-2.3482, -0.2494, -0.9130], [-3.4201, -0.3644, 0.0987], [-4.9901, -0.3762, -0.4109], [-5.3453, 1.1536, -0.9579], [-5.8949, 1.4160, -2.3244], [-6.0717, 2.7962, -2.6953], [-5.7725, 3.9877, -1.8666], [-5.2954, 3.8375, -0.5385], [-5.0842, 2.4576, -0.0834], [-2.8234, -1.6181, 0.9239], [-3.2914, -3.5724, 0.1354], [-3.4328, -1.3590, 2.3782], [-4.5100, -2.0965, 2.8110], [-2.9255, -0.4031, 3.2517], [-1.4459, -1.2311, 0.9414], [4.0512, 2.7603, -0.8108], [4.8054, 1.1492, -0.8623], [4.4431, 2.0151, 0.7054], [2.2688, 1.3261, 0.7954], [1.9677, 1.7883, -0.9232], [2.4348, -0.9735, 0.2474], [3.3507, -0.5511, -1.2237], [1.5031, -1.0809, -2.3353], [0.9567, 0.5417, -1.9301], [0.3249, -1.8433, -0.2060], [-3.4104, 0.4505, 0.9211], [-5.1245, -1.0701, -1.2418], [-5.6716, -0.6761, 0.3972], [-6.1438, 0.6083, -2.9955], [-6.4488, 2.9710, -3.6956], [-5.9220, 5.0018, -2.2168], [-5.0499, 4.6214, 0.1595], [-4.6418, 2.3046, 0.9858], [-4.8263, -1.6680, 3.6135], [-3.6033, 0.2563, 3.4147], [-2.8615, 5.8474, -5.8065], [-3.2575, 7.1904, -6.4330], [-4.7833, 7.1783, -6.6200], [-5.4295, 6.0908, -5.3477], [-6.0233, 4.9316, -5.9758], [-6.1480, 6.8680, -4.3625], [-3.8512, 5.6181, -4.6724], [-1.8347, 5.8522, -5.4450], [-2.9538, 5.0524, -6.5501], [-2.9762, 8.0026, -5.7602], [-2.7476, 7.3596, -7.3796], [-5.2153, 8.1682, -6.4972], [-5.0668, 6.7685, -7.5876], [-3.9013, 4.5905, -4.3417], [-3.6403, 6.2756, -3.8290], [1.5396, 3.4235, 0.2686], [0.1276, 4.5129, -0.2500], [-0.0665, 3.9610, -1.6439], [-1.5060, 3.6864, -1.8507], [0.7117, 2.6845, -1.7403], [0.4166, 4.9076, -2.6322], [-3.1702, 1.6112, -1.0695], [4.0096, -1.1482, 1.5021], [-3.8121, 5.9852, 2.9001], [-3.1933, 6.7528, 3.6201], [-4.5771, 6.3311, 1.9673], [-3.7784, 4.7323, 2.9842], [-6.8368, 0.7070, 1.2215], [6.8278, -0.9405, 4.5362], [5.6947, -1.4411, 3.9273], [7.8403, -1.6876, 4.1252], [7.0286, 0.2741, 4.0110], [6.6403, -0.9109, 6.3606], [6.4462, -2.2840, 6.7067], [5.5074, -0.0538, 6.5637], [8.0484, -0.2997, 6.6588], [8.3803, -0.0519, 8.2052], [8.5721, -1.2274, 8.9923], [7.6469, 1.0019, 8.8326], [10.0637, 0.6288, 7.9563], [10.0413, 1.7338, 7.1985], [10.8634, -0.2477, 7.3371], [10.6345, 0.9466, 9.1107], [3.2066, -5.4271, -4.3561], [4.2697, -4.4840, -4.9497], [5.6898, -4.6022, -4.3927], [5.7411, -4.3365, -3.0647], [6.4921, -3.7054, -5.0042], [3.8250, -3.2093, -4.8568], [4.3429, -4.7670, -6.2731], [2.3643, -4.9023, -3.3276], [2.8112, -4.9094, -2.0347], [2.9970, -3.4896, -1.4982], [3.8522, -2.7785, -2.2423], [3.5277, -3.5324, -0.2118], [3.9206, -5.6523, -1.9103], [1.8605, -5.5109, -1.2944], [2.5166, -5.6384, -5.1708], [3.6231, -6.3953, -4.0815], [6.0996, -5.5993, -4.5731], [2.0451, -2.9561, -1.4700], [-1.9117, -8.9713, 5.7748], [-2.2035, -7.9004, 5.0211], [-2.0070, -7.9632, 3.6559], [-2.3134, -6.8574, 2.8780], [-2.8015, -5.7028, 3.4730], [-2.9888, -5.6547, 4.8474], [-2.6935, -6.7615, 5.6281], [-1.6183, -8.8699, 3.2118], [-2.1711, -6.8963, 1.8057], [-3.0355, -4.8408, 2.8621], [-3.3656, -4.7534, 5.3124], [-2.8408, -6.7462, 6.6998]],
  "atomic_forces_ev_per_a": [[-1.1, 0.2, 0.7], [0.9, -0.2, 0.9], [0.6, 0.6, -0.5], [-0.4, -2.5, -0.5], [-0.2, 2.6, -0.3], [-0.5, -2.7, 1.9], [0.6, 0.6, 0.2], [-1.2, -3.1, 0.6], [0.4, -2.8, 1.2], [2.5, 2.7, -1.7], [-3.8, 1.8, 0.4], [1.1, 2.0, 3.8], [0.6, 0.6, 1.4], [0.0, -2.6, 0.2], [-0.2, -4.1, -0.7], [-2.6, -1.1, 0.2], [0.9, 2.6, 0.6], [0.1, 0.4, -0.3], [0.3, -1.3, 0.7], [-0.2, 0.7, -0.7], [-0.1, 0.2, -1.1], [-1.6, -1.3, -0.1], [0.4, -0.2, -0.2], [0.0, 0.1, 0.0], [0.5, -0.2, -0.2], [-0.1, 0.3, -0.3], [0.2, -0.2, 0.3], [-1.0, 0.1, -0.6], [-0.1, -0.1, 0.1], [0.2, 0.4, 0.0], [-0.3, -0.1, 0.3], [0.2, -0.2, 0.0], [0.5, -0.7, -1.4], [-0.1, 0.0, 0.1], [0.7, -0.7, 0.1], [0.1, 0.0, -0.1], [0.0, 0.2, 0.0], [-0.2, -0.2, -0.5], [0.0, 0.3, -0.2], [-0.6, 0.3, -1.9], [-0.1, -0.5, 0.4], [0.1, 0.3, 0.6], [0.0, 0.0, -0.2], [0.0, -0.1, 0.1], [0.3, 0.3, -0.3], [0.4, 0.3, -0.1], [-0.2, 0.0, 0.3], [-0.3, -0.4, 0.0], [0.4, 0.1, 0.0], [0.0, 0.0, 0.1], [0.0, 0.0, 0.0], [0.0, 0.0, 0.0], [0.0, 0.0, 0.0], [-0.2, -0.1, 0.0], [-0.1, -0.1, 0.1], [0.0, -0.2, 0.1], [0.0, 0.0, 0.0], [-1.1, 0.4, -0.7], [0.7, -0.8, 0.3], [-1.1, 1.6, -1.1], [-0.2, -0.7, 0.4], [0.7, -0.4, 0.6], [0.1, -0.1, 0.2], [4.7, 6.7, -3.5], [0.8, 0.0, 0.4], [0.0, -0.1, -0.1], [-0.1, 0.0, 0.0], [0.1, -0.1, 0.2], [-0.1, 0.2, -0.1], [-0.5, 0.8, 0.0], [1.8, 0.6, -0.1], [-1.0, -0.2, -0.8], [-0.3, -0.4, -0.1], [-0.5, 0.1, -0.1], [-0.3, 0.0, 0.6], [0.1, -0.4, -0.2], [-0.1, 0.3, -0.3], [-0.8, -0.3, 0.1], [0.7, 0.4, 1.2], [0.0, -0.5, -0.4], [-0.3, 0.3, -0.5], [0.8, 0.3, -0.7], [-0.3, 0.0, 0.0], [-0.2, -0.2, 0.0], [-0.3, -0.1, 0.3], [-0.4, -0.5, -0.4], [-0.6, 0.3, 0.2], [0.7, 0.0, -0.3], [-0.1, 0.0, -0.1], [-0.2, 0.0, -0.1], [0.2, 0.1, 0.1], [0.2, -0.3, 0.0], [0.7, 0.6, 0.2], [-0.3, -1.2, -0.7], [-0.3, 0.4, -0.4], [0.1, 0.0, 0.2], [0.1, 0.4, 0.5], [0.2, 0.2, 0.4], [-0.1, 0.3, 0.4], [0.0, 0.2, 0.0], [0.2, 0.1, 0.2], [-0.1, -0.1, 0.0], [-0.1, -0.2, 0.1], [0.0, 0.0, 0.0], [-0.1, 0.2, -0.2], [0.1, -0.2, -0.2], [0.0, 0.1, 0.1], [0.0, 0.1, 0.0], [0.1, -0.1, -0.1], [0.0, 0.0, 0.3], [0.0, 0.0, 0.0], [0.0, 0.0, 0.0], [0.0, 0.0, 0.0], [0.0, 0.0, 0.0], [0.0, 0.0, 0.0]]
}